Computed, not measured: 2 unconnected molecules or ions with the total composition CH6NO, with the ωB97M-V functional and the def2-TZVPD basis.

Structure (XYZ):
```
9
Properties=species:S:1:pos:R:3:mulliken_charge:R:1
O 1.2965 0.1605 1.8777 -1.098
H 1.7968 0.8801 1.5360 0.124
C -0.6309 0.2898 -0.7083 -0.695
N -0.4396 -1.0728 -0.2073 -0.696
H -0.5725 0.2947 -1.8065 0.293
H 0.0240 1.1017 -0.3817 0.235
H -1.6552 0.6267 -0.4917 0.246
H 0.4372 -1.3757 -0.6040 0.248
H -0.2564 -0.9050 0.7859 0.343
```

Results
Electronic energy = -171.6614 a.u.
Charge = -1
Relative energy (zero: lowest compared OMol25 entry of this formula, charge and spin) = 5.13 kcal/mol
Kohn-Sham gap = 7.03 eV
LUMO level = 4.671 eV